[1]
Entry from OMol25: a structure of composition C50H35BrF4N5P2Tc (ωB97M-V/def2-TZVPD).

The geometry in XYZ format:
```
98
Properties=species:S:1:pos:R:3:lowdin_charge:R:1
Tc 0.23 0.67 -0.94 0.8035
N 2.07 4.58 -0.49 0.1597
C 1.60 3.46 -1.02 -0.1399
N 1.16 2.45 -0.32 -0.0339
C 1.21 2.55 1.08 -0.3026
N 0.91 1.50 1.77 0.0784
N 0.51 0.44 0.99 -0.2501
C 0.55 -0.77 1.79 -0.2958
C -0.54 -1.71 1.43 -0.1888
C -1.53 -2.07 2.32 0.0436
C -2.51 -2.99 1.95 0.0374
C -2.45 -3.56 0.69 0.0125
C -1.45 -3.17 -0.17 0.0149
N -0.53 -2.24 0.18 0.0629
C 1.62 3.79 1.71 -0.1042
C 1.58 3.99 3.09 -0.0069
C 1.99 5.20 3.62 -0.0376
C 2.43 6.22 2.78 -0.0301
C 2.47 6.04 1.41 0.0094
C 2.06 4.82 0.89 -0.1771
H 2.39 5.32 -1.11 0.1755
H 1.58 3.40 -2.10 0.1062
H 0.51 -0.54 2.85 0.1429
H -1.53 -1.63 3.31 0.1445
H -3.29 -3.27 2.65 0.1421
H -3.15 -4.31 0.37 0.1401
H -1.34 -3.61 -1.15 0.1517
H 1.23 3.19 3.73 0.1204
H 1.96 5.36 4.68 0.1211
H 2.75 7.17 3.20 0.1249
H 2.82 6.83 0.75 0.1283
F -2.77 3.73 -6.65 0.1943
C -2.55 3.33 -5.42 -0.1151
C -3.48 3.59 -4.42 -0.1163
F -4.58 4.25 -4.70 0.1856
C -3.24 3.15 -3.13 -0.1997
F -4.13 3.42 -2.19 0.1384
C -2.09 2.44 -2.80 -0.2921
P -1.79 1.82 -1.11 0.9840
C -3.27 0.85 -0.71 -0.3436
C -3.33 -0.45 -1.21 -0.1182
C -4.47 -1.22 -1.04 -0.0780
C -5.55 -0.70 -0.34 -0.0461
C -5.50 0.59 0.17 -0.0359
C -4.36 1.37 -0.02 -0.0725
C -1.81 3.27 -0.03 -0.3638
C -1.56 4.55 -0.51 -0.0850
C -1.49 5.63 0.37 -0.0520
C -1.67 5.42 1.73 -0.0480
C -1.92 4.15 2.21 -0.0538
C -1.98 3.07 1.34 -0.1112
C -1.18 2.21 -3.82 -0.5061
Br 0.43 1.24 -3.47 0.9563
C -1.39 2.63 -5.11 -0.2472
F -0.50 2.38 -6.07 0.1173
H -2.50 -0.84 -1.78 0.0671
H -4.54 -2.21 -1.48 0.1121
H -6.45 -1.29 -0.21 0.1204
H -6.34 1.00 0.71 0.1229
H -4.34 2.39 0.35 0.1108
H -1.44 4.73 -1.58 0.1103
H -1.31 6.62 -0.01 0.1195
H -1.63 6.27 2.41 0.1216
H -2.08 3.99 3.27 0.1199
H -2.17 2.08 1.73 0.1083
C 3.47 -5.42 3.34 -0.0191
C 4.42 -4.45 3.04 -0.0289
C 4.03 -3.25 2.47 -0.0617
C 2.68 -3.03 2.19 -0.3013
C 1.73 -4.00 2.48 -0.0654
C 2.12 -5.20 3.06 -0.0393
P 2.22 -1.52 1.36 1.1808
C 3.44 -0.24 1.59 -0.3209
C 3.84 0.00 2.91 -0.0692
C 4.68 1.07 3.18 -0.0301
C 5.12 1.88 2.15 -0.0261
C 4.72 1.64 0.84 -0.0477
C 3.87 0.58 0.56 -0.0855
C 1.85 -1.79 -0.38 -0.2297
C 2.84 -1.89 -1.34 -0.0376
C 2.52 -2.00 -2.70 -0.0219
C 1.20 -1.96 -3.09 -0.0787
C 0.17 -1.90 -2.14 -0.0894
C 0.50 -1.88 -0.78 -0.2589
H 3.77 -6.35 3.80 0.1285
H 5.46 -4.63 3.26 0.1269
H 4.78 -2.51 2.24 0.1126
H 0.67 -3.84 2.27 0.0937
H 1.39 -5.95 3.30 0.1227
H 3.49 -0.63 3.72 0.1231
H 4.99 1.26 4.20 0.1257
H 5.79 2.70 2.36 0.1256
H 5.09 2.27 0.04 0.1198
H 3.54 0.42 -0.46 0.0901
H 3.88 -1.86 -1.05 0.1323
H 3.30 -2.10 -3.43 0.1343
H 0.94 -2.02 -4.14 0.1298
H -0.86 -1.95 -2.46 0.1084
```

**HOMO-LUMO gap (spin up / spin down)**: 0.2098 / 0.2200 Eh
**Electronic energy**: -5936.253722 hartree
**F_max**: 0.80 eV/Å
**2S+1**: 2
**HOMO level (spin up / spin down)**: -14.553 / -14.862 eV
**Total charge**: +3

[2]
Entry from OMol25: a structure of composition C50H35Cl5F3N5O3PS2SbSeTc (ωB97M-V/def2-TZVPD).

The geometry in XYZ format:
```
107
Properties=species:S:1:pos:R:3:lowdin_charge:R:1
Tc 2.63 -0.40 -0.01 0.7923
Cl 3.16 6.10 -2.70 0.6830
C 3.11 4.39 -2.51 -0.7094
C 3.47 3.82 -1.30 -0.6993
Cl 3.98 4.77 0.03 0.7459
C 3.39 2.44 -1.16 -0.5248
Cl 3.90 1.65 0.31 0.7813
C 2.93 1.59 -2.17 -0.4794
O 2.78 0.31 -1.96 -0.3293
C 2.64 2.19 -3.41 -0.6013
Cl 2.16 1.17 -4.71 0.7030
C 2.72 3.57 -3.57 -0.6931
Cl 2.31 4.27 -5.08 0.6971
N 1.19 -2.82 1.36 -0.0804
P 1.94 -1.44 2.08 0.9660
C 3.17 -2.14 3.22 -0.3662
C 2.82 -3.21 4.04 -0.1004
C 3.76 -3.80 4.87 -0.0757
C 5.05 -3.29 4.91 -0.0736
C 5.40 -2.20 4.13 -0.0629
C 4.46 -1.63 3.29 -0.1289
C 0.58 -1.01 3.22 -0.3476
C 0.81 -0.75 4.56 -0.0858
C -0.26 -0.53 5.42 -0.0737
C -1.56 -0.55 4.93 -0.0785
C -1.79 -0.76 3.58 -0.0663
C -0.73 -1.00 2.72 -0.0878
C 1.16 -3.06 0.02 -0.3785
C 0.69 -4.28 -0.48 -0.0092
C 0.70 -4.49 -1.84 -0.0622
C 1.16 -3.48 -2.68 -0.0778
C 1.61 -2.31 -2.12 -0.1599
N 1.60 -2.09 -0.79 -0.0754
H 0.86 -3.57 1.96 0.1109
H 1.80 -3.59 4.05 0.1048
H 3.48 -4.63 5.50 0.1047
H 5.79 -3.75 5.56 0.1055
H 6.40 -1.79 4.17 0.1104
H 4.72 -0.77 2.69 0.0676
H 1.82 -0.71 4.94 0.1154
H -0.08 -0.34 6.47 0.1106
H -2.39 -0.37 5.60 0.1092
H -2.80 -0.75 3.19 0.0962
H -0.91 -1.18 1.67 0.0949
H 0.35 -5.04 0.20 0.1165
H 0.35 -5.43 -2.24 0.1161
H 1.18 -3.60 -3.76 0.1093
H 2.00 -1.50 -2.72 0.0809
N -2.26 2.85 7.55 0.0996
C -1.26 2.80 6.58 -0.3280
C 0.08 2.68 6.95 -0.0354
C 1.07 2.58 5.98 -0.0609
C 0.73 2.59 4.64 -0.2929
C -0.60 2.70 4.26 -0.0648
C -1.59 2.80 5.22 -0.0366
S 2.03 2.59 3.44 0.5389
O 2.12 3.93 2.91 -0.3472
O 3.19 2.03 4.10 -0.3224
N 1.61 1.54 2.31 -0.1859
C 0.95 1.85 1.21 -0.7465
S 0.14 3.35 0.80 1.0738
C -0.33 2.69 -0.73 -0.3891
C 0.16 1.45 -0.87 -0.2700
N 0.89 0.96 0.19 -0.1224
H -1.97 3.12 8.47 0.0871
H -3.13 3.24 7.26 0.0874
H 0.35 2.66 8.00 0.1118
H 2.11 2.49 6.26 0.1147
H -0.88 2.70 3.22 0.0760
H -2.63 2.88 4.92 0.1151
H -0.93 3.25 -1.42 0.0618
H 0.05 0.82 -1.74 0.0655
F -4.31 -4.01 -8.23 0.0593
C -3.63 -3.29 -7.31 -0.2853
C -2.38 -2.80 -7.64 -0.0106
C -1.69 -2.07 -6.69 -0.1327
C -2.24 -1.82 -5.43 -0.4083
C -3.50 -2.33 -5.14 -0.1207
C -4.21 -3.08 -6.08 -0.0069
Sb -1.10 -0.63 -4.06 1.5024
C -2.38 -0.91 -2.36 -0.4000
C -2.38 -2.15 -1.72 -0.1361
C -3.07 -2.35 -0.54 -0.0140
C -3.75 -1.29 0.01 -0.2907
F -4.42 -1.47 1.17 0.0499
C -3.78 -0.04 -0.58 0.0005
C -3.08 0.14 -1.78 -0.1082
C -1.93 1.25 -4.67 -0.3923
C -3.17 1.35 -5.30 -0.1056
C -3.69 2.58 -5.67 -0.0041
C -2.95 3.71 -5.40 -0.2810
F -3.46 4.91 -5.76 0.0615
C -1.71 3.67 -4.80 -0.0051
C -1.21 2.42 -4.44 -0.1461
H -1.97 -3.00 -8.62 0.1197
H -0.71 -1.69 -6.94 0.0946
H -3.95 -2.16 -4.16 0.0952
H -5.19 -3.48 -5.86 0.1197
H -1.84 -2.98 -2.15 0.0895
H -3.09 -3.32 -0.04 0.1191
H -4.32 0.77 -0.12 0.1219
H -3.10 1.11 -2.25 0.0970
H -3.75 0.45 -5.51 0.0951
H -4.66 2.66 -6.15 0.1199
H -1.16 4.58 -4.63 0.1174
H -0.23 2.38 -3.97 0.0519
Se 4.59 -1.70 -0.18 0.2093
```

**HOMO-LUMO gap (spin up / spin down)**: 0.2856 / 0.2295 Eh
**Electronic energy**: -8886.690158 hartree
**F_max**: 0.87 eV/Å
**2S+1**: 4
**HOMO level (spin up / spin down)**: -7.762 / -7.709 eV

[3]
Entry from OMol25: a structure of composition C50H36N6NiS (ωB97M-V/def2-TZVPD).

The geometry in XYZ format:
```
94
Properties=species:S:1:pos:R:3:lowdin_charge:R:1
Ni -0.14 0.93 0.02 0.4800
C 4.31 1.97 -6.09 -0.0942
C 3.27 1.05 -6.05 -0.0769
C 2.51 0.92 -4.89 -0.0290
C 2.79 1.70 -3.77 -0.2189
C 3.84 2.61 -3.82 -0.0295
C 4.60 2.75 -4.98 -0.0832
C 1.94 1.56 -2.56 -0.0648
C 2.41 0.78 -1.51 -0.2185
C 3.67 0.09 -1.52 0.0177
C 3.73 -0.64 -0.39 0.0128
C 2.51 -0.38 0.33 -0.2276
C 2.24 -0.87 1.60 -0.0717
C 3.20 -1.82 2.22 -0.2003
C 4.04 -1.43 3.26 -0.0342
C 4.93 -2.33 3.83 -0.0768
C 4.98 -3.64 3.37 -0.0917
C 4.15 -4.04 2.34 -0.0747
C 3.27 -3.14 1.76 -0.0265
C 1.14 -0.43 2.35 -0.2337
N 0.15 0.38 1.87 0.0739
C -0.60 0.74 2.96 -0.2271
C -1.78 1.49 2.93 -0.0590
C -2.31 1.96 4.24 -0.1890
C -1.48 2.72 5.07 -0.0374
C -1.92 3.16 6.30 -0.0783
C -3.21 2.86 6.74 -0.0921
C -4.04 2.09 5.93 -0.0812
C -3.59 1.64 4.70 -0.0448
C -2.44 1.76 1.74 -0.2112
C -3.81 2.19 1.63 0.0017
C -4.15 2.11 0.33 0.0076
C -2.95 1.77 -0.39 -0.2182
N -1.94 1.53 0.49 0.0702
C -2.80 1.88 -1.77 -0.0662
C -1.52 2.06 -2.33 -0.2595
C -1.28 2.62 -3.62 0.0097
C 0.06 2.63 -3.80 0.0137
C 0.63 2.03 -2.63 -0.2180
N -0.35 1.78 -1.71 0.0221
C -3.94 1.82 -2.72 -0.1747
C -3.84 0.91 -3.78 -0.0319
C -4.83 0.80 -4.73 -0.0744
C -5.96 1.61 -4.66 -0.0926
C -6.08 2.51 -3.62 -0.0832
C -5.08 2.62 -2.66 -0.0391
C -0.09 0.10 4.14 -0.0029
C 0.97 -0.66 3.75 -0.0021
N 1.73 0.50 -0.36 0.0712
H 4.90 2.08 -7.00 0.0991
H 3.04 0.45 -6.91 0.1021
H 1.69 0.22 -4.85 0.1277
H 4.06 3.23 -2.96 0.1208
H 5.40 3.48 -5.02 0.1010
H 4.40 0.14 -2.31 0.1149
H 4.53 -1.28 -0.04 0.1136
H 4.00 -0.41 3.62 0.1241
H 5.58 -2.01 4.64 0.1030
H 5.66 -4.35 3.83 0.1002
H 4.19 -5.06 1.97 0.1014
H 2.63 -3.45 0.95 0.0850
H -0.49 2.97 4.73 0.1229
H -1.26 3.74 6.93 0.1030
H -3.55 3.20 7.70 0.1001
H -5.03 1.84 6.27 0.1023
H -4.24 1.01 4.10 0.1136
H -4.43 2.50 2.46 0.1014
H -5.11 2.31 -0.11 0.0969
H -2.04 2.98 -4.29 0.1179
H 0.62 3.02 -4.64 0.1168
H -2.97 0.26 -3.83 0.1113
H -4.73 0.08 -5.54 0.1038
H -6.74 1.53 -5.40 0.0997
H -6.95 3.15 -3.56 0.1019
H -5.17 3.38 -1.89 0.1069
H -0.52 0.18 5.12 0.1126
H 1.59 -1.29 4.36 0.1083
C -1.21 -4.34 2.20 0.0007
C -0.41 -3.98 0.99 -0.2716
C 0.53 -4.77 0.40 -0.0026
C 1.14 -4.33 -0.79 -0.3319
N 0.76 -3.22 -1.40 0.1156
C -0.20 -2.45 -0.85 -0.7957
S -0.85 -1.11 -1.61 0.7500
N -0.68 -2.79 0.41 0.1105
C 2.22 -5.11 -1.46 -0.0177
H -0.98 -5.35 2.52 0.0857
H -2.27 -4.28 1.96 0.0953
H -1.02 -3.65 3.02 0.0911
H 0.77 -5.74 0.83 0.1199
H -1.36 -2.16 0.81 0.1395
H 2.14 -6.17 -1.25 0.0811
H 3.20 -4.76 -1.12 0.0857
H 2.17 -4.93 -2.53 0.0867
```

**HOMO-LUMO gap (spin up / spin down)**: 0.2093 / 0.2093 Eh
**Electronic energy**: -4162.077905 hartree
**F_max**: 1.15 eV/Å
**HOMO level (spin up / spin down)**: -6.506 / -6.510 eV

[4]
Entry from OMol25: a structure of composition C50H37N4P2SSeSiZn (ωB97M-V/def2-TZVPD).

The geometry in XYZ format:
```
97
Properties=species:S:1:pos:R:3:lowdin_charge:R:1
Zn 0.44 0.12 0.70 0.4738
C -1.64 -0.51 3.70 -0.2144
Si -1.36 -0.83 1.86 0.5657
C -2.94 -0.29 0.94 -0.2916
C -4.05 -1.14 0.87 -0.0949
C -5.22 -0.78 0.21 -0.0848
C -5.30 0.45 -0.41 -0.0841
C -4.22 1.32 -0.37 -0.0873
C -3.05 0.97 0.29 -0.3790
P -1.58 2.07 0.32 1.0485
C -1.65 2.81 2.00 -0.3887
C -2.74 2.70 2.86 -0.1046
C -2.70 3.26 4.13 -0.0840
C -1.57 3.94 4.55 -0.0877
C -0.48 4.06 3.70 -0.0811
C -0.52 3.49 2.44 -0.0978
C -2.06 3.50 -0.71 -0.3674
C -1.49 3.59 -1.98 -0.0887
C -1.79 4.66 -2.82 -0.0795
C -2.66 5.66 -2.38 -0.0877
C -3.22 5.58 -1.11 -0.0803
C -2.92 4.52 -0.28 -0.0905
C -1.27 -2.74 1.74 -0.2953
C -2.07 -3.51 2.60 -0.1150
C -2.02 -4.89 2.62 -0.0781
C -1.14 -5.56 1.78 -0.0778
C -0.32 -4.84 0.94 -0.0865
C -0.38 -3.44 0.91 -0.3736
P 0.71 -2.50 -0.23 1.0730
C 2.32 -3.35 -0.07 -0.3547
C 3.24 -2.75 0.79 -0.0902
C 4.49 -3.32 1.00 -0.0786
C 4.83 -4.49 0.34 -0.0868
C 3.93 -5.09 -0.52 -0.0801
C 2.68 -4.52 -0.73 -0.1023
C 0.11 -2.98 -1.88 -0.3667
C 0.93 -2.78 -2.99 -0.1177
C 0.45 -2.97 -4.27 -0.0907
C -0.88 -3.34 -4.47 -0.0914
C -1.71 -3.52 -3.37 -0.0819
C -1.22 -3.35 -2.08 -0.0796
H -2.66 -0.75 4.00 0.0294
H -1.46 0.54 3.93 0.0031
H -0.95 -1.11 4.30 0.0291
H -3.99 -2.11 1.34 0.0881
H -6.05 -1.47 0.18 0.1004
H -6.20 0.74 -0.94 0.1011
H -4.29 2.28 -0.87 0.0950
H -3.63 2.16 2.54 0.1095
H -3.56 3.16 4.78 0.1042
H -1.54 4.38 5.54 0.1005
H 0.41 4.59 4.03 0.1022
H 0.35 3.57 1.79 0.1037
H -0.80 2.83 -2.31 0.0789
H -1.35 4.72 -3.80 0.1028
H -2.89 6.49 -3.03 0.1010
H -3.88 6.36 -0.77 0.1024
H -3.35 4.47 0.71 0.1057
H -2.75 -3.01 3.28 0.0940
H -2.66 -5.44 3.30 0.1026
H -1.09 -6.64 1.80 0.1026
H 0.37 -5.36 0.30 0.0962
H 2.98 -1.82 1.29 0.0788
H 5.19 -2.84 1.67 0.1031
H 5.81 -4.93 0.50 0.1014
H 4.20 -6.00 -1.04 0.1028
H 1.99 -4.99 -1.41 0.1039
H 1.96 -2.46 -2.85 0.1122
H 1.10 -2.82 -5.12 0.1046
H -1.26 -3.49 -5.47 0.1000
H -2.74 -3.81 -3.51 0.1032
H -1.88 -3.49 -1.23 0.1043
Se 5.52 3.81 -2.74 0.9981
N 5.33 3.40 -0.96 -0.2682
C 4.90 2.22 -0.71 -0.6729
C 4.33 1.83 0.58 -0.1825
C 5.05 2.13 1.73 -0.0179
C 4.58 1.71 2.96 -0.0495
C 3.39 0.99 2.98 -0.1336
N 2.68 0.75 1.90 0.0506
C 3.08 1.17 0.66 -0.2724
C 1.67 0.90 -1.71 -0.2618
N 0.42 0.37 -1.85 0.0435
C -0.16 0.27 -3.02 -0.1567
C 0.41 0.73 -4.20 -0.0482
C 1.67 1.29 -4.12 -0.0152
C 2.32 1.35 -2.89 -0.1805
C 3.68 1.91 -2.85 -0.6737
N 3.95 3.05 -3.35 -0.2666
H 5.98 2.68 1.64 0.1199
H 5.12 1.92 3.88 0.1027
H 2.99 0.60 3.91 0.1116
H -1.15 -0.19 -3.03 0.1207
H -0.11 0.65 -5.15 0.1073
H 2.18 1.67 -4.99 0.1197
S 4.84 0.93 -1.93 1.0017
C 2.01 0.90 -0.28 -0.0829
```

**HOMO-LUMO gap (spin up / spin down)**: 0.2582 / 0.2112 Eh
**Electronic energy**: -7697.683201 hartree
**F_max**: 0.38 eV/Å
**2S+1**: 2
**HOMO level (spin up / spin down)**: -6.955 / -6.990 eV

[5]
Entry from OMol25: a structure of composition C50H38AsClGeN3O8Os (ωB97M-V/def2-TZVPD).

The geometry in XYZ format:
```
103
Properties=species:S:1:pos:R:3:lowdin_charge:R:1
Os 0.04 -0.12 -0.37 1.4495
C -1.49 -1.02 -0.61 -0.4008
Ge -3.23 -0.13 -0.69 0.8786
C -4.57 -1.43 -0.07 -0.2828
C -5.91 -1.08 0.11 -0.1160
C -6.85 -2.01 0.53 -0.0984
C -6.46 -3.32 0.77 -0.1101
C -5.14 -3.70 0.57 -0.1021
C -4.21 -2.76 0.16 -0.1234
C -3.46 1.51 0.38 -0.2480
C -2.82 2.70 0.00 -0.1072
C -2.93 3.84 0.77 -0.0905
C -3.68 3.83 1.94 -0.0913
C -4.33 2.67 2.33 -0.0946
C -4.23 1.52 1.55 -0.1248
C -3.59 0.22 -2.58 -0.2712
C -3.36 -0.80 -3.50 -0.1058
C -3.59 -0.60 -4.85 -0.0947
C -4.04 0.63 -5.30 -0.1018
C -4.27 1.65 -4.40 -0.0901
C -4.04 1.45 -3.04 -0.0991
H -6.22 -0.06 -0.08 0.1039
H -7.88 -1.71 0.67 0.0958
H -7.19 -4.05 1.10 0.0937
H -4.84 -4.72 0.74 0.0971
H -3.17 -3.05 0.00 0.0818
H -2.23 2.71 -0.90 0.0849
H -2.42 4.75 0.46 0.1033
H -3.75 4.72 2.55 0.0992
H -4.92 2.65 3.24 0.0945
H -4.74 0.62 1.87 0.0704
H -2.99 -1.76 -3.15 0.0957
H -3.40 -1.41 -5.55 0.0954
H -4.21 0.79 -6.36 0.0940
H -4.61 2.62 -4.75 0.0975
H -4.21 2.27 -2.35 0.0917
O -0.20 0.54 1.80 -0.5466
As -0.54 1.00 3.34 1.2331
C -2.32 0.45 3.82 -0.3062
C -3.05 1.07 4.82 -0.1028
C -4.33 0.62 5.11 -0.0888
C -4.86 -0.45 4.41 -0.0709
C -4.12 -1.07 3.41 -0.0779
C -2.85 -0.62 3.11 -0.0924
C -0.30 2.90 3.43 -0.2770
C 0.07 3.51 2.24 -0.0869
C 0.32 4.87 2.22 -0.0560
C 0.19 5.62 3.38 -0.0706
C -0.18 5.01 4.57 -0.0851
C -0.42 3.64 4.60 -0.0970
C 0.65 0.22 4.62 -0.2774
C 0.20 -0.71 5.55 -0.0910
C 1.11 -1.28 6.44 -0.0879
C 2.45 -0.93 6.38 -0.0863
C 2.89 0.00 5.45 -0.0680
C 2.00 0.58 4.56 -0.0723
H -2.64 1.91 5.37 0.0968
H -4.91 1.11 5.89 0.1044
H -5.86 -0.80 4.63 0.1062
H -4.55 -1.89 2.84 0.0985
H -2.27 -1.06 2.30 0.1036
H 0.17 2.90 1.35 0.0863
H 0.62 5.35 1.29 0.1075
H 0.38 6.69 3.36 0.1041
H -0.28 5.59 5.48 0.0998
H -0.67 3.16 5.54 0.0981
H -0.84 -0.99 5.59 0.0981
H 0.76 -2.01 7.16 0.1005
H 3.15 -1.38 7.07 0.1006
H 3.94 0.27 5.40 0.1082
H 2.35 1.29 3.82 0.0809
Cl 6.34 -0.68 -2.95 0.6160
C 4.87 -1.03 -2.07 -0.6787
C 3.82 -1.65 -2.72 -0.1159
C 2.65 -1.92 -2.01 -0.0554
C 2.52 -1.58 -0.66 -0.3356
C 1.24 -1.81 0.06 -0.2886
C 3.60 -0.95 -0.04 -0.0581
C 4.77 -0.67 -0.73 -0.1074
H 3.90 -1.91 -3.76 0.0990
H 1.82 -2.40 -2.52 0.1122
H 1.40 -1.85 1.14 0.0519
H 0.75 -2.73 -0.26 0.0376
H 3.51 -0.64 0.99 0.1098
H 5.60 -0.17 -0.25 0.1026
O 1.92 6.89 -2.89 0.0586
N 2.52 6.51 -1.89 -0.3634
O 3.36 7.18 -1.32 0.0460
C 2.28 5.16 -1.43 -0.1634
C 2.99 4.69 -0.35 0.0494
C 2.73 3.41 0.11 -0.0802
C 1.79 2.52 -0.51 -0.2899
O 1.64 1.33 -0.13 -0.1719
C 1.06 3.09 -1.62 -0.0917
C 1.32 4.37 -2.07 0.0734
N 0.13 2.33 -2.34 -0.3137
O -0.59 1.35 -1.75 -0.3079
O -0.32 2.76 -3.42 -0.0146
N 3.49 2.98 1.27 -0.3231
O 4.52 3.59 1.54 0.0522
O 3.05 2.10 1.99 0.0445
H 3.73 5.30 0.14 0.1262
H 0.77 4.75 -2.92 0.1201
```

**HOMO-LUMO gap (spin up / spin down)**: 0.2063 / 0.2841 Eh
**Electronic energy**: -7557.552588 hartree
**F_max**: 0.67 eV/Å
**2S+1**: 5
**HOMO level (spin up / spin down)**: -3.598 / -5.738 eV
**Total charge**: -1

- Number 3 is which compound?
  C50H36N6NiS

- What is the formula in the fifth record?
  C50H38AsClGeN3O8Os